1.
# C7H10

A structure of composition C7H10 (the ωB97M-V functional and the def2-TZVPD basis, OMol25).

The calculation puts the HOMO energy at -8.0 eV. The calculation puts the LUMO energy at 0.45 eV. The HOMO-LUMO gap comes out at 8.4 eV.

Structure (ORCA input):
```
! RIJCOSX wB97M-V def2-TZVPD def2/J DEFGRID3
* xyz 0 1
C 2.09154 0.43159 0.02687
C -0.46676 1.36366 0.81853
C -1.50925 -0.12084 -0.91248
C -0.26398 -0.00968 0.81011
C -1.05932 1.28397 -0.41945
C 1.11109 -0.56970 0.63543
C -1.43241 -0.87240 0.44823
H 2.09301 1.36188 0.59909
H -2.48771 -0.07704 -1.38897
H 3.09851 0.00866 -0.00306
H 1.80077 0.69164 -0.99851
H -0.81337 -0.61906 -1.60929
H -2.32661 -0.68587 1.04854
H -1.10723 2.12555 -1.11270
H -1.21141 -1.94334 0.41232
H 1.04261 -1.47399 0.01637
H 1.44052 -0.89504 1.62896
*
```

=====

2.
# CH2O2S2

An isolated molecule of CH2O2S2 (the ωB97M-V functional and the def2-TZVPD basis, OMol25).

The expectation value of S² is 2.007. The calculation puts the HOMO energy (alpha / beta) at -5.9 / -9.7 eV. The calculation puts the LUMO energy (alpha / beta) at 0.46 / -3.00 eV. The HOMO-LUMO gap (alpha / beta) comes out at 6.4 / 6.7 eV.

Structure (ORCA input):
```
! RIJCOSX wB97M-V def2-TZVPD def2/J DEFGRID3
* xyz 0 3
S -0.65673 -0.22028 -1.30592
S 1.16203 0.68291 0.77425
O -0.59421 -1.33244 0.94065
O 0.04458 1.10084 -1.79396
C 0.01348 -0.34246 0.30044
H -0.68240 -1.15308 2.00765
H 0.71326 1.26451 -0.92311
*
```

=====

3.
# C3H5NS3

A cluster of 2 separate species, C3H5NS3 in total (the ωB97M-V functional and the def2-TZVPD basis, OMol25).

The calculation puts the HOMO energy (alpha / beta) at -7.3 / -7.3 eV. The calculation puts the LUMO energy (alpha / beta) at -0.29 / -0.29 eV. The HOMO-LUMO gap (alpha / beta) comes out at 7.0 / 7.0 eV.

Structure (ORCA input):
```
! RIJCOSX wB97M-V def2-TZVPD def2/J DEFGRID3
* xyz 0 1
S -2.37446 -1.95682 0.84786
S 0.87673 -2.67098 1.64256
S -1.84212 -3.19457 2.25588
N 0.36573 -0.20104 0.56026
C -0.47167 0.88044 0.23026
C 0.95439 0.95099 -0.05731
C 0.35618 -1.33796 1.00148
H 1.61431 1.67046 0.42349
H -0.88284 1.45581 1.05024
H -1.25472 0.64269 -0.51484
H 1.10553 0.64258 -1.12422
H -1.53928 -4.34224 1.68264
*
```

=====

4.
# C12H23ClIrN3O5Sb

A structure of composition C12H23ClIrN3O5Sb (the ωB97M-V functional and the def2-TZVPD basis, OMol25).

The expectation value of S² is 0.795. The calculation puts the HOMO energy (alpha / beta) at -16.0 / -16.0 eV. The calculation puts the LUMO energy (alpha / beta) at -8.76 / -10.70 eV. The HOMO-LUMO gap (alpha / beta) comes out at 7.2 / 5.3 eV.

Structure (ORCA input):
```
! RIJCOSX wB97M-V def2-TZVPD def2/J DEFGRID3
* xyz 2 2
Ir 0.18839 1.10873 -1.55124
Sb 0.22667 -1.29432 -0.49609
Cl -0.90864 -0.67581 -3.43519
O -1.16546 1.48360 -0.08542
O -1.28678 -1.79131 -2.62304
O -1.30711 -0.75004 -4.76391
O 0.56180 -0.49692 -3.28947
O -1.44000 0.54409 -2.69431
N 3.12621 3.63492 0.38211
N 1.53383 2.16050 -0.67775
N 4.37581 4.30730 2.38719
C -2.57837 1.83259 -0.52179
C -1.49039 -2.13727 0.45200
C 1.72057 -1.22013 1.15808
C -1.06283 -3.38293 1.21435
C 2.31063 2.83596 -0.10222
C 1.30548 -0.32732 2.31748
C 3.77199 3.97675 1.43868
C -2.13276 2.64783 1.71312
C -3.12474 2.75636 0.55167
C 2.64282 -2.47157 -2.10466
C -0.82504 2.44632 1.00504
C 1.36842 -2.88869 -1.38414
H 2.46184 -1.75884 -2.90277
H -0.46840 3.37187 0.55025
H -3.16835 3.78086 0.18578
H 1.74130 -2.28662 1.36372
H -0.03796 1.99230 1.59156
H -0.36454 -3.16522 2.02223
H 2.07142 -0.39557 3.09209
H -4.12951 2.45582 0.83849
H -1.94642 -1.37764 1.08492
H 0.65110 -3.35147 -2.05838
H 2.57531 -0.87084 0.58678
H -2.53788 2.28255 -1.50965
H 1.25326 0.71939 2.03399
H 1.56173 -3.53857 -0.53134
H 0.37559 -0.64148 2.79131
H -2.11000 3.55051 2.32105
H -1.95291 -3.81834 1.67173
H -2.16513 -2.35908 -0.37166
H -3.09924 0.88185 -0.58944
H 3.08274 -3.35843 -2.56218
H -2.36035 1.79964 2.35872
H -0.63337 -4.14267 0.56208
H 3.38927 -2.06867 -1.41978
*
```

=====

5.
# C32H32AsF9IMnN3OS

A structure of composition C32H32AsF9IMnN3OS (the ωB97M-V functional and the def2-TZVPD basis, OMol25).

The expectation value of S² is 8.755. The calculation puts the HOMO energy (alpha / beta) at -2.3 / -2.3 eV. The calculation puts the LUMO energy (alpha / beta) at 3.68 / 3.68 eV. The HOMO-LUMO gap (alpha / beta) comes out at 5.9 / 6.0 eV.

Structure (ORCA input):
```
! RIJCOSX wB97M-V def2-TZVPD def2/J DEFGRID3
* xyz -2 6
I 1.22000 -2.47546 2.53240
As -1.27377 2.91158 -1.04518
Mn 0.28096 -0.82363 0.36047
S -3.14958 -3.73278 -0.25752
F 9.11864 0.41298 -3.55805
F -1.08674 2.93398 -2.77051
F 0.27947 3.66297 -0.84542
F -2.03442 4.48097 -1.10542
F 7.99009 0.53871 -5.39950
F -2.82768 2.14726 -1.21256
F -0.52293 1.33009 -0.98546
F 8.58296 -1.38622 -4.63385
F -1.47067 2.90061 0.68885
O -0.83269 -1.98956 -1.02999
N 0.81748 0.94686 1.81573
N -1.51344 -2.51116 -2.01554
N -1.57628 -0.07490 1.38692
C 1.50655 2.47575 4.03065
C 8.11843 -0.17031 -4.25065
C 5.55897 0.12537 -1.49019
C 2.04479 1.43341 1.93953
C 4.42326 -0.45408 -2.07307
C -3.16374 -3.88252 -2.98976
C 2.47040 4.65328 4.78550
C -5.19536 2.44675 3.77020
C 2.42686 2.20116 3.02212
C -2.74954 -3.54263 -4.24666
C -2.78291 -0.44812 0.99549
C -5.01731 0.92250 3.77725
C 2.14814 -0.64303 -0.73880
C 0.22486 1.96741 3.87828
C 3.03448 2.53041 5.99395
C -3.92885 -0.14535 1.72066
C -0.08438 1.20986 2.75310
C 5.72954 -0.83371 -4.08283
C -3.82020 0.56411 2.90219
C -1.10565 -2.15327 -3.25923
C 3.19763 -0.55631 -1.36203
C 6.84606 -0.25580 -3.48127
C -1.68931 -2.63791 -4.39460
C -4.76556 0.44151 5.21257
C -2.58206 -3.35808 -1.80303
C 6.75324 0.22241 -2.18131
C 4.54037 -0.93097 -3.39138
C 0.77372 3.53934 6.21524
C -6.30617 0.27432 3.27162
C -2.54362 0.99179 3.27463
C 1.93113 3.29324 5.24811
C -1.45475 0.67516 2.48771
H 7.61438 0.67476 -1.70800
H -2.82546 -1.03321 0.08816
H -4.87735 -0.49394 1.34026
H 5.79462 -1.20522 -5.09861
H -0.04079 4.08621 5.73609
H 0.37371 2.60401 6.61108
H -6.20150 -0.80803 3.18146
H -4.57746 -0.63329 5.23463
H 3.33726 4.54044 4.13442
H 3.89814 2.35506 5.35209
H -5.36426 2.81072 2.75567
H 2.77148 5.25063 5.65045
H -2.41566 1.59166 4.16365
H -6.59745 0.67008 2.29732
H -7.11753 0.48026 3.97393
H -6.05069 2.73032 4.39034
H 2.67052 1.55862 6.33152
H 1.12801 4.13495 7.05981
H -0.27959 -1.45756 -3.23675
H 3.67055 -1.37603 -3.85485
H -4.30963 2.95099 4.15890
H -3.90444 0.93854 5.66061
H 5.48602 0.49691 -0.47703
H 3.44406 2.56746 3.07248
H 1.70783 5.20362 4.23170
H 3.36581 3.10166 6.86575
H -3.98069 -4.57298 -2.83581
H -5.63905 0.65447 5.83468
H -1.32580 -2.31301 -5.35846
H -0.52721 2.15547 4.62725
H 2.72860 1.17359 1.13949
H -3.24036 -3.96933 -5.11336
*
```

=====

6.
# C6H6S3

A cluster of 2 separate species, C6H6S3 in total (the ωB97M-V functional and the def2-TZVPD basis, OMol25).

The calculation puts the HOMO energy at -8.7 eV. The calculation puts the LUMO energy at -1.03 eV. The HOMO-LUMO gap comes out at 7.7 eV. The SMILES is S=Cc1cccs1.C=S.

Structure (ORCA input):
```
! RIJCOSX wB97M-V def2-TZVPD def2/J DEFGRID3
* xyz 0 1
S -0.05226 1.63746 -1.48461
S -1.96110 0.32195 2.21348
S -0.00734 -2.54452 -1.01549
C -1.52892 0.84511 0.72727
C -1.37828 -3.22289 -0.41215
C -0.22309 0.97920 0.17510
C 2.05009 1.38047 0.03145
C 1.72591 1.81199 -1.18849
C 0.99715 0.85992 0.80427
H 2.26881 1.97154 -2.06850
H 2.98484 1.47346 0.52146
H -2.40519 0.89246 0.06300
H 1.01251 0.70378 1.91956
H -1.09243 -4.15355 0.02859
H -2.39071 -2.95638 -0.31496
*
```

=====

Max |F|: 0.52, 4.90, 4.43, 2.91, 0.67, 3.60 (eV/A)
Energy above the lowest of the compared OMol25 structures with the same formula, charge and spin: 98.4, 0.0, 81.1, 0.0, 19.4, 24.5 (kcal/mol)